Version one
The following is a DFT calculation (the ωB97M-V functional and the def2-TZVPD basis) of a cluster of 2 separate species, CH4N2O in total.

* 2S+1: 1
* LUMO: 0.035 hartree
* HOMO-LUMO gap: 9.59 eV
* total charge: 0

Structure (XYZ):
```
8
Properties=species:S:1:pos:R:3:nbo_charge:R:1
C -0.660 -2.284 1.352 0.4678
N -1.058 0.377 -0.815 -0.6826
N -0.485 -0.759 -0.093 -0.6470
O -1.443 -3.034 0.905 -0.5611
H -1.563 0.962 -0.194 0.3552
H -1.700 0.011 -1.564 0.3535
H -0.113 -1.463 -0.761 0.3577
H 0.460 -0.439 0.221 0.3564
```

Version two
The following is a DFT calculation (the ωB97M-V functional and the def2-TZVPD basis) of the molecule CH4N2O.

* 2S+1: 1
* LUMO: 0.037 hartree
* HOMO-LUMO gap: 10.72 eV
* SMILES: [H]/N=C/ON
* total charge: 0

Structure (XYZ):
```
8
Properties=species:S:1:pos:R:3:nbo_charge:R:1
H 2.758 -0.449 -0.268 0.3731
N 1.955 0.260 -0.043 -0.6319
C 0.827 -0.234 0.070 0.3776
O -0.335 0.802 0.011 -0.4461
N -1.526 0.030 -0.081 -0.5385
H 0.265 -1.112 -0.070 0.1767
H -2.229 0.635 -0.516 0.3517
H -1.715 0.067 0.897 0.3372
```

Result of the stability comparison: version one is the most stable of them.

Version one
The following is a DFT calculation (the ωB97M-V functional and the def2-TZVPD basis) of the molecule CH4N2O.

* 2S+1: 1
* LUMO: 0.040 hartree
* HOMO-LUMO gap: 10.20 eV
* SMILES: [H]/N=C/ON
* total charge: 0

Structure (XYZ):
```
8
Properties=species:S:1:pos:R:3:nbo_charge:R:1
H -2.677 -1.029 -0.071 0.3816
N -1.901 -0.622 0.443 -0.6309
C -0.872 -0.379 -0.160 0.4133
O 0.438 0.288 0.779 -0.4711
N 1.488 0.557 -0.082 -0.5459
H -0.436 -0.440 -1.147 0.1777
H 2.300 0.064 0.286 0.3388
H 1.660 1.561 -0.047 0.3365
```

Version two
The following is a DFT calculation (the ωB97M-V functional and the def2-TZVPD basis) of the molecule CH4N2O.

* 2S+1: 1
* LUMO: 0.027 hartree
* HOMO-LUMO gap: 10.46 eV
* SMILES: [H]/N=C\NO
* total charge: 0

Structure (XYZ):
```
8
Properties=species:S:1:pos:R:3:nbo_charge:R:1
H -1.967 -0.232 -0.914 0.3162
N -1.890 0.134 0.079 -0.5921
C -0.653 0.028 0.263 0.2437
N 0.489 -0.269 -0.490 -0.3779
O 1.607 0.208 0.258 -0.5814
H -0.239 0.338 1.206 0.1457
H 0.754 -1.310 -0.586 0.3678
H 2.321 0.313 -0.472 0.4780
```

Version three
The following is a DFT calculation (the ωB97M-V functional and the def2-TZVPD basis) of a cluster of 3 separate species, CH4N2O in total.

* 2S+1: 1
* LUMO: 0.005 hartree
* HOMO-LUMO gap: 7.82 eV
* total charge: 0

Structure (XYZ):
```
8
Properties=species:S:1:pos:R:3:nbo_charge:R:1
C -0.120 0.125 -0.623 0.8353
N 1.095 0.148 -0.723 -0.6648
N -2.532 -0.144 -0.578 -0.6116
O -1.206 -0.040 -0.082 -0.2778
H 1.734 -0.184 1.610 -0.0069
H 1.717 0.930 -0.947 0.4299
H 2.244 -0.564 1.049 0.0104
H -2.934 -0.272 0.294 0.2854
```

Version four
The following is a DFT calculation (the ωB97M-V functional and the def2-TZVPD basis) of the molecule CH4N2O.

* 2S+1: 1
* LUMO: 0.032 hartree
* HOMO-LUMO gap: 10.70 eV
* SMILES: [H]/N=C\NO
* total charge: 0

Structure (XYZ):
```
8
Properties=species:S:1:pos:R:3:nbo_charge:R:1
H -0.455 1.175 1.013 0.3630
N -0.353 1.534 -0.013 -0.6556
C -0.064 0.578 -0.829 0.2235
N 0.264 -0.802 -0.379 -0.3603
O 0.122 -0.967 1.016 -0.5882
H -0.012 0.675 -1.969 0.1870
H -0.534 -1.427 -0.800 0.3487
H 1.038 -1.282 1.347 0.4819
```

Result of the stability comparison: version four is the most stable of them.